{
  "formula": "C3H11NS2",
  "method": "ωB97M-V/def2-TZVPD",
  "elements": ["C", "N", "C", "H", "H", "H", "H", "H", "H", "H", "C", "S", "S", "H", "H", "H", "H"],
  "coordinates": [[3.3985, -1.1274, 0.4085], [2.6313, -0.1948, 1.2472], [1.1826, -0.2776, 1.1178], [3.5882, -2.0727, 0.9095], [2.8064, -1.3904, -0.4880], [4.2587, -0.6101, -0.0070], [2.9906, 0.7319, 1.0493], [0.7424, 0.3342, 0.3317], [0.7443, -0.0913, 2.0960], [0.9446, -1.3358, 0.9879], [-3.0584, 1.5648, -1.6452], [-4.5986, 0.8234, -1.0578], [-3.9336, -0.1934, 0.5054], [-2.4494, 2.0708, -0.8964], [-3.2673, 2.3097, -2.4191], [-2.3788, 0.8331, -2.0919], [-3.6015, -1.3746, -0.0477]],
  "homo_lumo_gap_ev": 9.354,
  "e_lumo_ev": 0.6763,
  "e_tot_ha": -971.98735,
  "homo_energy_ev": -8.678,
  "smiles": "CNC.CSS"
}